A structure of composition C39H26BiCl5N6O5S at a distorted geometry. Source: the Open Molecules 2025 dataset; level of theory: ωB97M-V with the def2-TZVPD basis set.

The value obtained for the HOMO-LUMO gap is 6.249 eV. For the molar mass, the calculation gives 1077.0 g mol⁻¹. The calculation puts the HOMO energy at -2.556 eV. The electronic energy is -139333.793 eV. As for the charge: -2. The calculation puts the relative energy (zero: lowest compared OMol25 entry of this formula, charge and spin) at 0.00 kcal per mole. Its spin multiplicity is 1.

Last column: Löwdin charge in e.
Geometry (Å):
Bi (1.80639, 0.99138, -1.07393)  1.760
Cl (6.34901, 3.28438, -5.52914)  0.599
C (4.83005, 2.52905, -5.13788)  -0.703
C (4.05767, 3.06446, -4.11639)  -0.052
C (2.85128, 2.47419, -3.76295)  -0.229
N (2.13556, 2.88098, -2.64412)  -0.051
C (1.86555, 4.11956, -2.30757)  -0.518
O (2.08930, 5.18789, -2.89614)  -0.004
C (1.16495, 4.16603, -0.96349)  -0.175
C (0.71808, 5.39312, -0.48797)  -0.002
C (0.16986, 5.47777, 0.77742)  -0.060
C (0.10365, 4.32923, 1.55278)  -0.058
C (0.53322, 3.13184, 1.00973)  -0.139
N (1.03800, 3.05761, -0.22763)  -0.024
C (2.37087, 1.33165, -4.49399)  -0.250
C (3.18222, 0.81385, -5.50517)  -0.048
C (4.39688, 1.40476, -5.81654)  -0.700
Cl (5.35981, 0.71775, -7.09656)  0.601
N (1.20625, 0.75726, -4.07369)  0.041
C (0.01929, 0.78649, -4.62593)  -0.528
O (-0.32311, 1.11602, -5.77716)  -0.032
C (-1.11306, 0.39821, -3.67651)  -0.187
C (-2.27350, -0.17686, -4.19313)  -0.018
C (-3.38899, -0.29789, -3.38619)  -0.079
C (-3.33570, 0.19271, -2.08874)  -0.088
C (-2.13760, 0.72718, -1.64899)  -0.176
N (-1.04917, 0.81599, -2.40891)  0.084
H (4.39859, 3.94316, -3.58686)  0.108
H (0.82529, 6.24411, -1.14522)  0.113
H (-0.19106, 6.42680, 1.15471)  0.102
H (-0.28338, 4.35642, 2.56202)  0.102
H (0.49167, 2.18673, 1.53822)  0.065
H (2.85587, -0.05643, -6.05607)  0.109
H (-2.27466, -0.51134, -5.22082)  0.109
H (-4.29981, -0.74091, -3.77137)  0.096
H (-4.19695, 0.15284, -1.43545)  0.098
H (-2.04907, 1.12964, -0.64411)  0.091
Cl (4.46223, 2.72541, 5.66460)  0.594
C (4.20664, 2.44893, 3.95625)  -0.687
C (4.46033, 1.19666, 3.41901)  -0.110
C (4.32084, 1.00331, 2.05655)  -0.058
C (3.93579, 2.04528, 1.19997)  -0.325
C (3.85755, 1.85743, -0.25241)  -0.267
C (3.63580, 3.28048, 1.79023)  -0.061
C (3.76583, 3.48576, 3.15484)  -0.124
H (4.78471, 0.38617, 4.05820)  0.101
H (4.50269, 0.02692, 1.62986)  0.094
H (4.57218, 1.12750, -0.63013)  0.052
H (3.94507, 2.79467, -0.79661)  0.041
H (3.31064, 4.10342, 1.16269)  0.108
H (3.54320, 4.45178, 3.58968)  0.096
Cl (-1.76709, -4.49846, 4.03492)  0.766
C (-3.00728, -5.55817, 3.46885)  -0.568
C (-3.17876, -6.75423, 4.14415)  -0.131
C (-4.06347, -7.71543, 3.68670)  -0.114
C (-4.75120, -7.49239, 2.50633)  -0.137
C (-4.58735, -6.29471, 1.84272)  -0.577
Cl (-5.46031, -6.05063, 0.35479)  0.684
C (-3.75612, -5.25515, 2.30496)  -0.280
N (-3.71630, -4.07998, 1.60454)  0.069
C (-3.42554, -2.78489, 2.06658)  -0.232
C (-3.94981, -2.36222, 3.28636)  -0.076
C (-3.72888, -1.07620, 3.74328)  -0.108
C (-2.98863, -0.19693, 2.96898)  -0.095
C (-2.48000, -0.61112, 1.74839)  -0.037
C (-2.68852, -1.89941, 1.26555)  -0.142
C (-2.00670, -2.35651, -0.00203)  -0.039
C (-0.74094, -3.20821, 0.41180)  -0.633
O (-0.96365, -4.38139, 0.71534)  -0.013
O (0.40406, -2.64217, 0.37275)  -0.201
H (-2.58256, -6.93544, 5.02795)  0.095
H (-4.19664, -8.64279, 4.22708)  0.094
H (-5.42509, -8.23442, 2.10105)  0.095
H (-3.80204, -4.17222, 0.60719)  0.093
H (-4.52006, -3.06304, 3.88514)  0.108
H (-4.12747, -0.76649, 4.70202)  0.092
H (-2.78412, 0.80812, 3.31981)  0.094
H (-1.84188, 0.04580, 1.18327)  0.073
H (-1.68475, -1.50758, -0.60323)  0.085
H (-2.65272, -3.00509, -0.59657)  0.107
O (2.79080, -1.34664, 0.65213)  -0.576
S (1.51708, -1.01332, 1.31438)  0.714
N (0.95922, 0.31195, 0.85581)  -0.620

Cartesian forces, eV/Å:
Bi 0.6 -0.1 -0.8
Cl 0.1 0.1 0.0
C 0.0 0.0 0.0
C -0.1 -0.1 0.0
C 0.1 -0.2 -0.6
N -0.4 -0.3 0.3
C 0.1 -0.2 -0.4
O 0.0 0.0 0.2
C 0.0 0.4 0.2
C 0.0 0.0 -0.1
C 0.1 -0.1 0.0
C -0.1 0.1 0.0
C 0.0 0.1 0.0
N -0.3 0.0 0.1
C 0.0 0.4 -0.1
C 0.0 0.1 0.0
C 0.0 0.0 0.0
Cl 0.0 -0.1 -0.1
N -0.1 -0.2 1.0
C 0.5 -0.1 -0.3
O -0.1 0.0 0.0
C -0.2 0.3 -0.1
C 0.0 -0.2 0.0
C 0.1 0.0 0.0
C -0.1 0.0 0.0
C -0.1 0.1 -0.1
N 0.2 0.1 0.0
H 0.0 0.0 0.0
H 0.1 0.0 0.0
H 0.0 0.0 0.0
H 0.0 -0.1 0.0
H 0.0 0.1 0.0
H -0.1 0.0 0.0
H 0.0 0.1 0.0
H 0.0 0.0 0.0
H 0.0 0.0 0.1
H 0.0 -0.1 0.0
Cl 0.0 0.0 0.1
C -0.1 -0.1 -0.1
C 0.1 0.1 0.0
C 0.0 0.1 -0.1
C 0.1 0.0 0.3
C -0.4 -0.3 -0.1
C 0.0 -0.1 -0.1
C 0.0 0.0 0.0
H 0.0 0.0 0.0
H 0.0 0.0 0.0
H 0.1 0.0 0.1
H 0.0 0.0 -0.1
H 0.0 0.0 0.0
H 0.0 0.0 0.0
Cl 0.0 0.1 0.0
C -0.1 0.1 -0.3
C -0.1 0.0 0.1
C 0.0 -0.1 0.0
C 0.0 0.0 0.0
C 0.0 0.0 0.0
Cl -0.1 0.0 0.0
C 0.1 0.0 0.2
N 0.0 0.1 0.0
C -0.1 0.1 0.1
C 0.0 -0.1 0.0
C 0.0 0.0 0.0
C 0.0 0.2 0.1
C 0.0 -0.2 0.1
C 0.2 -0.2 -0.1
C 0.6 -0.1 0.5
C 0.2 0.1 -0.3
O 0.0 -0.1 0.1
O -0.8 -0.4 -0.3
H 0.0 0.0 0.0
H 0.0 0.0 0.0
H 0.0 0.0 0.0
H 0.1 -0.1 0.0
H 0.0 0.0 0.0
H 0.0 0.0 0.0
H 0.0 0.0 0.0
H 0.1 0.1 -0.1
H -0.1 -0.1 0.1
H 0.0 0.1 -0.1
O 0.0 -0.2 -0.1
S 0.1 1.0 0.2
N -0.3 -0.5 0.7